Entry 1:
{"formula": "C20H43BiN2OP3", "method": "wB97M-V/def2-TZVPD", "symbols": ["Bi", "P", "P", "P", "H", "C", "C", "H", "C", "C", "C", "C", "C", "C", "C", "C", "C", "H", "H", "H", "H", "H", "H", "H", "H", "H", "H", "H", "H", "H", "H", "H", "H", "H", "H", "H", "H", "H", "H", "H", "H", "H", "H", "H", "H", "H", "C", "C", "C", "C", "C", "C", "O", "H", "H", "H", "H", "H", "H", "C", "N", "C", "C", "N", "H", "H", "H", "H", "H", "H"], "xyz": [[-0.249, 0.236, -1.284], [1.660, 1.677, 0.375], [-1.417, 2.710, -1.840], [2.039, -0.727, -2.458], [-1.372, -4.071, -0.403], [-0.450, -4.655, -0.266], [0.488, -4.322, 0.634], [0.362, -3.467, 1.301], [0.994, 2.485, 1.878], [2.706, 2.994, -0.337], [2.862, 0.486, 1.075], [-2.977, 2.685, -2.784], [-1.794, 3.803, -0.425], [-0.333, 3.756, -2.875], [2.603, -2.261, -1.642], [3.527, 0.328, -2.594], [1.781, -1.230, -4.192], [-0.350, -5.550, -0.888], [1.407, -4.906, 0.756], [1.234, 1.878, 2.763], [-0.096, 2.601, 1.807], [1.456, 3.477, 1.988], [2.071, 3.793, -0.744], [3.349, 2.598, -1.134], [3.327, 3.398, 0.474], [2.339, -0.403, 1.458], [3.379, 0.986, 1.906], [3.599, 0.169, 0.325], [-3.065, 3.605, -3.378], [-3.825, 2.621, -2.089], [-3.007, 1.822, -3.464], [-1.991, 4.822, -0.791], [-0.955, 3.834, 0.283], [-2.687, 3.427, 0.092], [-0.874, 4.678, -3.136], [-0.073, 3.220, -3.799], [0.593, 4.014, -2.342], [3.097, -2.886, -2.401], [1.757, -2.816, -1.211], [3.312, -2.016, -0.838], [4.191, -0.114, -3.354], [4.068, 0.400, -1.641], [3.240, 1.336, -2.925], [2.511, -2.015, -4.438], [1.933, -0.360, -4.847], [0.766, -1.619, -4.352], [-2.015, -1.734, -3.490], [-3.063, -0.931, -3.931], [-3.467, -1.078, -5.259], [-2.862, -2.036, -6.078], [-1.873, -2.879, -5.574], [-1.451, -2.756, -4.245], [-1.434, -1.521, -2.236], [-1.937, -0.724, -1.748], [-3.538, -0.217, -3.249], [-4.266, -0.443, -5.643], [-3.178, -2.132, -7.116], [-1.418, -3.648, -6.198], [-0.699, -3.400, -3.786], [-1.648, 0.383, 4.142], [-0.928, -0.648, 3.366], [-0.329, -1.777, 4.104], [-0.781, -0.540, 2.091], [-0.660, -0.413, 0.917], [-1.729, 0.012, 5.167], [-2.650, 0.545, 3.719], [-1.102, 1.341, 4.130], [-0.610, -2.727, 3.628], [0.770, -1.700, 4.115], [-0.716, -1.730, 5.125]], "forces_ev_per_a": [[3.11, 2.05, 1.60], [0.41, 0.14, 0.08], [-0.17, 1.92, -0.69], [1.40, -0.44, -1.06], [0.43, -0.30, 0.19], [0.31, 0.21, 0.32], [-0.36, -0.23, -0.57], [0.02, -0.12, -0.17], [-0.49, -0.07, 0.03], [-0.10, -0.09, -0.22], [-0.11, -0.19, -0.13], [-0.20, -0.42, -0.06], [0.01, -0.26, 0.34], [0.23, -0.16, -0.14], [-0.23, 0.07, 0.40], [-0.02, 0.21, 0.06], [-0.46, 0.16, -0.13], [0.02, 0.35, 0.20], [-0.42, 0.15, 0.01], [-0.10, 0.18, -0.27], [0.32, 0.01, 0.18], [-0.15, -0.31, -0.01], [0.28, -0.17, 0.17], [-0.18, 0.23, 0.28], [-0.09, -0.06, -0.27], [0.16, 0.25, -0.07], [-0.04, -0.16, -0.23], [-0.22, 0.12, 0.32], [0.05, -0.21, 0.23], [0.18, -0.02, -0.22], [-0.01, 0.36, 0.10], [0.03, -0.31, 0.03], [-0.26, 0.09, -0.23], [0.24, 0.16, -0.05], [0.20, -0.25, 0.08], [-0.05, 0.23, 0.19], [-0.30, -0.05, -0.19], [-0.09, 0.21, 0.27], [0.22, 0.03, -0.14], [-0.21, -0.13, -0.25], [-0.17, 0.10, 0.27], [-0.14, -0.04, -0.38], [0.15, -0.32, -0.01], [-0.16, 0.29, 0.04], [-0.05, -0.27, 0.14], [0.32, 0.07, -0.01], [-0.40, -0.32, -0.83], [0.53, -0.18, -0.15], [-0.08, -0.09, 0.03], [-0.08, 0.16, 0.01], [0.07, -0.15, 0.30], [-0.20, 0.48, -0.11], [-2.04, 1.39, 1.60], [-0.72, -3.69, -1.94], [0.08, -0.26, -0.27], [0.19, -0.25, 0.04], [0.06, 0.00, 0.27], [-0.22, 0.20, 0.09], [-0.20, 0.11, -0.28], [-0.34, 0.70, -0.23], [0.05, 0.04, -0.08], [0.51, -0.67, -0.18], [0.01, 0.28, -1.39], [-0.36, -0.60, 2.88], [-0.07, 0.22, -0.30], [0.31, -0.14, 0.24], [-0.14, -0.42, 0.11], [0.01, 0.29, 0.28], [-0.42, 0.05, 0.10], [0.15, -0.19, -0.29]], "homo_lumo_gap_ev": 6.55, "total_energy_ev": -60143.1075, "lumo_energy_ha": -0.366, "charge": 3}

---

Entry 2:
{"formula": "C20H43Cl12N4O2", "method": "wB97M-V/def2-TZVPD", "symbols": ["C", "C", "O", "C", "O", "C", "C", "C", "N", "C", "C", "N", "N", "N", "H", "H", "H", "H", "H", "H", "H", "H", "H", "H", "H", "H", "H", "H", "H", "H", "H", "H", "H", "Cl", "C", "C", "Cl", "H", "H", "H", "H", "Cl", "C", "C", "Cl", "H", "H", "H", "H", "Cl", "C", "C", "Cl", "H", "H", "H", "H", "Cl", "C", "C", "Cl", "H", "H", "H", "H", "Cl", "C", "C", "Cl", "H", "H", "H", "H", "Cl", "C", "C", "Cl", "H", "H", "H", "H"], "xyz": [[1.416, -1.844, 0.247], [0.016, -1.470, 0.709], [-0.415, -0.198, 0.215], [-1.251, -0.286, -0.876], [-0.812, -0.676, -1.936], [-2.664, 0.178, -0.708], [-3.189, 0.016, 0.714], [-3.946, -1.309, 0.869], [-3.127, -2.448, 0.524], [-3.699, -3.164, -0.582], [-2.771, -4.251, -1.145], [-1.529, -3.719, -1.683], [-2.456, -5.287, -0.187], [-3.496, -4.914, -2.271], [1.478, -1.890, -0.841], [2.164, -1.121, 0.592], [1.669, -2.812, 0.679], [0.018, -1.425, 1.801], [-0.699, -2.256, 0.457], [-3.262, -0.380, -1.423], [-2.716, 1.235, -0.998], [-3.898, 0.829, 0.915], [-2.401, 0.034, 1.466], [-4.891, -1.268, 0.293], [-4.256, -1.341, 1.935], [-4.014, -2.482, -1.407], [-4.636, -3.700, -0.278], [-1.587, -2.717, -1.802], [-0.739, -3.968, -1.108], [-3.284, -5.782, 0.103], [-1.947, -4.907, 0.600], [-4.421, -4.504, -2.339], [-2.988, -4.683, -3.114], [4.180, -3.458, -0.972], [4.798, -1.898, -1.559], [5.250, -1.970, -2.995], [6.714, -2.972, -3.177], [5.608, -1.589, -0.902], [3.982, -1.181, -1.469], [5.500, -0.973, -3.354], [4.477, -2.386, -3.635], [-4.073, 1.927, 3.584], [-2.502, 2.671, 3.203], [-2.587, 4.153, 2.948], [-3.469, 4.535, 1.440], [-2.098, 2.147, 2.338], [-1.847, 2.490, 4.055], [-1.574, 4.551, 2.843], [-3.082, 4.679, 3.762], [11.590, -3.801, -0.274], [10.162, -4.870, -0.257], [8.919, -4.175, -0.749], [8.363, -2.912, 0.376], [10.034, -5.238, 0.758], [10.389, -5.713, -0.907], [8.108, -4.895, -0.843], [9.080, -3.710, -1.718], [2.498, 4.199, -1.955], [2.306, 2.681, -1.028], [0.867, 2.268, -0.873], [-0.044, 3.381, 0.186], [2.783, 2.825, -0.062], [2.847, 1.908, -1.571], [0.809, 1.282, -0.408], [0.354, 2.227, -1.831], [-6.845, 2.275, 0.713], [-6.647, 3.714, -0.312], [-7.267, 3.536, -1.674], [-6.394, 2.336, -2.661], [-5.583, 3.925, -0.384], [-7.129, 4.543, 0.205], [-7.233, 4.480, -2.217], [-8.303, 3.215, -1.598], [0.393, 5.136, 4.072], [1.683, 5.319, 2.852], [2.384, 6.648, 2.965], [1.329, 8.008, 2.500], [1.240, 5.183, 1.870], [2.395, 4.513, 3.022], [3.240, 6.664, 2.293], [2.733, 6.830, 3.979]], "forces_ev_per_a": [[-0.08, 0.36, 0.00], [0.75, -0.75, 0.31], [-0.60, 0.00, 0.11], [-0.05, -0.51, -0.68], [0.17, 0.10, 0.17], [0.45, 0.33, 0.70], [-1.20, 0.04, -0.14], [0.50, -0.66, 0.44], [0.16, 0.23, -0.66], [0.15, 0.45, 1.08], [-0.64, -0.17, -0.81], [-0.10, -0.21, -0.15], [0.90, -0.32, -0.23], [-0.05, 0.05, 0.36], [-0.09, -0.16, -0.01], [-0.03, 0.01, 0.05], [0.07, -0.05, -0.12], [-0.15, 0.30, -0.01], [-0.31, 0.31, -0.12], [-0.01, -0.02, -0.04], [0.18, 0.01, -0.06], [0.18, 0.09, 0.16], [0.14, 0.15, -0.15], [0.05, 0.15, -0.08], [-0.16, -0.01, -0.06], [0.07, -0.19, -0.23], [-0.04, -0.08, -0.26], [0.15, 0.01, 0.19], [0.01, 0.11, 0.05], [-0.09, 0.13, 0.12], [-0.48, 0.23, 0.26], [0.00, 0.00, -0.10], [0.01, -0.04, -0.02], [0.13, -0.09, -0.01], [-0.06, 0.12, 0.08], [-0.11, 0.13, 0.00], [0.04, -0.05, -0.11], [0.04, -0.07, -0.02], [-0.04, -0.04, -0.05], [0.05, 0.00, 0.04], [0.02, -0.08, 0.03], [-0.06, 0.12, 0.10], [0.12, -0.13, -0.09], [0.16, 0.03, -0.02], [-0.02, 0.02, 0.03], [-0.05, 0.01, -0.02], [0.00, 0.05, 0.01], [-0.42, -0.13, -0.14], [-0.07, -0.03, -0.03], [0.01, 0.01, 0.02], [-0.03, -0.10, 0.01], [-0.05, -0.08, -0.08], [0.00, 0.06, 0.02], [0.01, 0.07, 0.02], [-0.01, 0.03, -0.04], [0.00, 0.00, 0.03], [0.04, 0.05, 0.04], [0.04, 0.05, 0.02], [-0.01, -0.08, 0.05], [0.15, -0.16, -0.04], [-0.07, 0.06, 0.00], [-0.02, 0.05, 0.00], [-0.05, 0.00, -0.05], [0.05, 0.19, -0.06], [-0.02, 0.07, 0.01], [0.01, -0.04, 0.00], [0.03, 0.07, 0.06], [-0.05, 0.09, -0.03], [-0.01, -0.02, 0.00], [0.01, -0.07, -0.02], [-0.03, 0.00, -0.03], [0.04, 0.00, 0.02], [0.02, -0.07, 0.02], [0.31, 0.10, 0.17], [0.10, -0.05, -0.07], [0.10, -0.02, 0.03], [-0.01, 0.02, 0.02], [-0.08, 0.02, 0.00], [0.01, 0.02, 0.04], [-0.04, -0.02, -0.04], [-0.06, 0.02, 0.01]], "homo_lumo_gap_ev": 4.05, "total_energy_ev": -181763.5704, "lumo_energy_ha": 0.066, "charge": -1}